Computed, not measured: a cluster of 5 separate species, C22H59NO20P4 in total at a distorted geometry, with ωB97M-V/def2-TZVPD.

Structure (XYZ):
```
106
C22H59NO20P4 (ωB97M-V/def2-TZVPD)
C 3.221 -2.891 0.079
O 2.599 -1.703 0.542
C 1.173 -1.836 0.595
C 0.657 -1.038 1.791
C -0.316 -1.840 2.651
O -1.496 -2.049 1.873
C 0.634 -1.420 -0.782
C 0.758 0.073 -1.009
C 0.874 0.452 -2.485
C 0.466 1.924 -2.708
C 1.097 2.890 -1.682
N 0.221 3.261 -0.567
O -0.683 -1.861 -1.059
C -0.801 -3.225 -1.228
O -1.788 -3.460 -2.204
H 4.137 -2.645 -0.453
H 2.582 -3.451 -0.605
H 3.458 -3.515 0.944
H 0.967 -2.889 0.812
H 1.501 -0.745 2.415
H 0.134 -0.123 1.514
H 0.135 -2.781 2.953
H -0.575 -1.216 3.509
H -1.748 -2.975 1.944
H 1.294 -1.904 -1.516
H -0.136 0.544 -0.599
H 1.622 0.409 -0.440
H 0.291 -0.208 -3.122
H 1.937 0.422 -2.739
H -0.612 1.945 -2.528
H 0.711 2.247 -3.717
H 2.036 2.510 -1.284
H 1.337 3.816 -2.205
H -0.752 3.259 -0.836
H 0.340 2.647 0.223
H -1.133 -3.675 -0.281
H 0.148 -3.711 -1.495
H -2.078 -4.370 -2.083
C -0.367 6.122 -6.730
O 0.538 5.908 -5.633
P 1.252 7.134 -4.840
O 1.761 6.489 -3.623
O -0.177 7.910 -4.625
C -1.056 7.436 -3.605
O 1.999 8.584 -4.843
C 1.999 9.388 -6.039
H -0.086 5.462 -7.548
H -1.370 5.862 -6.397
H -0.366 7.152 -7.078
H -0.717 6.489 -3.184
H -2.052 7.304 -4.030
H -1.103 8.185 -2.816
H 0.979 9.664 -6.314
H 2.478 8.863 -6.866
H 2.565 10.290 -5.824
C 5.482 3.213 -1.308
O 5.903 2.005 -1.971
P 7.027 1.044 -1.356
O 6.957 -0.214 -2.096
O 6.409 0.976 0.143
C 5.374 0.024 0.403
O 8.538 1.229 -0.849
C 8.983 2.533 -0.425
H 5.468 4.023 -2.034
H 4.472 3.061 -0.933
H 6.131 3.481 -0.477
H 5.015 -0.440 -0.514
H 4.541 0.529 0.889
H 5.759 -0.745 1.071
H 8.410 2.870 0.441
H 8.894 3.259 -1.233
H 10.029 2.446 -0.146
C -0.684 -2.413 7.406
O -0.342 -3.092 6.186
P -1.072 -4.448 5.739
O -0.723 -4.657 4.332
O -2.587 -3.936 5.989
C -3.210 -3.183 4.939
O -1.320 -5.890 6.393
C -1.308 -6.025 7.828
H 0.234 -2.167 7.937
H -1.200 -1.489 7.148
H -1.327 -3.009 8.050
H -2.502 -2.920 4.156
H -3.626 -2.267 5.361
H -4.020 -3.771 4.512
H -2.110 -5.433 8.275
H -0.347 -5.720 8.243
H -1.471 -7.073 8.058
C -8.155 -2.235 -0.231
O -7.685 -2.559 1.089
P -6.736 -3.825 1.363
O -6.159 -3.643 2.693
O -5.668 -3.469 0.183
C -4.648 -2.514 0.520
O -6.694 -5.397 1.017
C -7.493 -5.903 -0.070
H -9.226 -2.046 -0.183
H -7.651 -1.327 -0.557
H -7.959 -3.026 -0.951
H -4.834 -2.031 1.477
H -4.597 -1.755 -0.260
H -3.695 -3.036 0.561
H -7.180 -5.456 -1.016
H -8.553 -5.710 0.098
H -7.337 -6.977 -0.117
```

For the electronic energy, the calculation gives -3798.71279 hartree. The HOMO-LUMO gap is 0.301 Ha. The SMILES is CO[C@@H](CCO)[C@H](CCCCN)OCO.COP(=O)(OC)OC.COP(=O)(OC)OC.COP(=O)(OC)OC.COP(=O)(OC)OC. The strongest force on any atom comes out at 6.4 eV/Å. The lowest unoccupied orbital energy comes out at -0.3 eV.

Results of the Mulliken charge analysis, in e, for atoms 1 through 99: -0.8665, -0.3598, 0.1108, -1.0827, -0.7639, -0.4402, -0.2534, -0.8238, -0.8809, -0.6738, -0.0770, -0.6456, -0.3618, -0.0602, -0.5561, 0.3261, 0.3593, 0.2571, 0.7451, 0.5176, 0.1320, 0.5495, 0.3001, 0.2583, 0.5021, 0.4005, 0.5288, 0.4290, 0.3248, 0.3204, 0.3563, -0.2325, 0.3742, 0.2830, 0.3047, 0.1135, 0.2104, 0.3422, -0.6394, -0.3281, 1.1178, -0.5924, -0.3989, -0.6179, -0.2964, -0.6216, 0.2713, 0.2424, 0.3122, 0.2454, 0.2504, 0.2525, 0.2777, 0.2798, 0.2441, -0.3639, -0.2979, 1.0141, -0.7077, -0.4100, -0.6477, -0.3073, -0.5797, 0.3136, 0.0192, 0.2686, 0.3255, 0.2798, 0.2827, 0.2812, 0.2775, 0.2474, -0.6191, -0.2788, 1.0621, -0.6394, -0.3930, -0.1120, -0.3212, -0.6229, 0.2736, 0.2361, 0.3037, -0.2011, 0.2724, 0.2777, 0.2710, 0.2901, 0.2397, -0.5628, -0.3674, 0.8666, -0.5521, -0.2856, -0.4963, -0.2876, -0.5890, 0.2647, 0.2314



Computed, not measured: the ion C2H2N3O with charge +1 at a distorted geometry, with ωB97M-V/def2-TZVPD.

Structure (XYZ):
```
8
C2H2N3O (ωB97M-V/def2-TZVPD)
C -1.012 -0.259 0.558
C 0.464 0.670 -0.872
N -0.021 -1.218 0.834
N 1.104 -0.873 0.639
N -0.748 0.562 -0.383
O 1.440 0.256 -0.102
H -1.898 -0.220 1.180
H 0.672 1.082 -1.855
```

For the electronic energy, the calculation gives -316.48137 hartree. The HOMO-LUMO gap is 0.340 Ha. The value obtained for the energy relative to the best compared isomer or geometry (same formula, charge and spin) is 285.3 kJ/mol. Its net charge is +1. The SMILES is C1=[N+]=CON=N1. The strongest force on any atom comes out at 3.6 eV/Å. The lowest unoccupied orbital energy comes out at -7.8 eV.

Atom-resolved charges from Mulliken, all expressed in e: 0.1335, 0.1927, -0.0647, 0.1466, -0.1515, -0.0510, 0.4037, 0.3907



Computed, not measured: a cluster of 2 separate species, C11H18N4O3 in total at a distorted geometry, with ωB97M-V/def2-TZVPD.

Structure (XYZ):
```
36
C11H18N4O3 (ωB97M-V/def2-TZVPD)
N -0.356 7.186 1.200
N 2.374 2.525 -1.884
O -3.541 -0.641 0.421
O -0.765 -3.914 0.853
C 0.099 6.195 1.607
C 2.022 3.365 -1.159
O 1.533 2.786 1.544
C -2.719 -1.340 -0.153
C -0.246 -3.447 -0.155
N 0.422 -4.215 -1.026
N -1.426 -1.226 0.141
C -3.173 -2.315 -1.222
C 0.592 -5.660 -0.878
C 0.700 4.948 2.089
C 1.615 4.432 -0.238
C 0.831 3.897 0.975
C 0.995 -1.245 -0.040
C -0.302 -1.937 -0.475
H 1.014 2.355 2.246
H 0.849 -3.768 -1.821
H -1.217 -0.601 0.901
H -4.247 -2.203 -1.361
H -2.963 -3.331 -0.894
H -2.664 -2.102 -2.159
H 1.030 -5.882 0.097
H 1.245 -6.047 -1.661
H -0.380 -6.153 -0.941
H 0.081 4.550 2.898
H 1.689 5.172 2.501
H 2.516 4.946 0.106
H 1.006 5.152 -0.792
H -0.165 3.581 0.640
H 1.850 -1.704 -0.537
H 0.963 -0.187 -0.306
H 1.123 -1.341 1.040
H -0.383 -1.830 -1.557
```

For the electronic energy, the calculation gives -874.70434 hartree. The HOMO-LUMO gap is 0.354 Ha. The value obtained for the energy relative to the best compared isomer or geometry (same formula, charge and spin) is 152.2 kJ/mol. The SMILES is CNC(=O)[C@H](C)NC(C)=O.N#CCC(O)CC#N. The strongest force on any atom comes out at 2.2 eV/Å. The lowest unoccupied orbital energy comes out at 0.1 eV.

Atom-resolved charges from Mulliken, all expressed in e: -0.4094, -0.4396, -0.6788, -0.6550, 0.1706, 0.1851, -0.5775, 0.7016, 0.3308, -0.1553, -0.0847, -1.0532, -0.8720, -0.3957, -0.5407, 0.0643, -1.6616, 0.2929, 0.3426, 0.2661, 0.2150, 0.3129, 0.2631, 0.3180, 0.2788, 0.3394, 0.2750, 0.3706, 0.2940, 0.3207, 0.3871, 0.2324, 0.4005, 0.4684, 0.3859, 0.3075



Computed, not measured: a structure of composition C20H30AgF15O10 at a distorted geometry, with ωB97M-V/def2-TZVPD.

Structure (XYZ):
```
76
C20H30AgF15O10 (ωB97M-V/def2-TZVPD)
Ag 0.128 -0.107 0.558
C -1.006 -3.416 0.447
O -2.303 -3.209 -0.113
O -0.189 -2.527 -0.140
C -1.123 -3.412 2.026
F -0.007 -3.051 2.692
F -1.992 -2.473 2.451
F -1.539 -4.635 2.490
C -3.140 -4.363 -0.226
C -4.534 -3.808 -0.403
H -4.817 -3.037 0.310
H -4.684 -3.446 -1.421
H -5.162 -4.709 -0.366
H -3.131 -5.064 0.615
H -2.866 -4.966 -1.100
H -0.651 -4.444 0.243
C 5.941 -2.144 -1.944
O 4.656 -1.710 -1.433
O 6.056 -3.477 -1.744
C 6.223 -1.406 -3.276
F 5.720 -0.164 -3.215
F 7.514 -1.349 -3.668
F 5.592 -2.075 -4.278
C 4.717 -0.683 -0.425
C 3.355 0.052 -0.428
H 3.406 0.641 -1.348
H 2.596 -0.732 -0.479
H 3.237 0.858 0.295
H 5.452 0.103 -0.629
H 4.952 -1.185 0.518
H 6.660 -1.635 -1.265
C -0.735 1.555 -2.349
O -0.828 1.409 -3.813
O -0.520 0.341 -1.856
C 0.293 2.696 -1.959
F -0.373 3.844 -1.702
F 0.987 2.388 -0.853
F 1.171 3.015 -2.942
C -1.191 2.522 -4.608
C -0.775 2.313 -6.072
H -1.649 2.031 -6.664
H -0.345 3.217 -6.507
H -0.048 1.502 -6.119
H -0.796 3.463 -4.217
H -2.285 2.588 -4.533
H -1.746 1.853 -2.025
C 2.376 0.936 3.246
O 2.105 0.605 4.648
O 1.308 0.525 2.561
C 2.797 2.442 3.064
F 2.816 2.872 1.780
F 2.037 3.353 3.712
F 4.083 2.653 3.492
C 2.777 1.311 5.693
C 2.397 0.555 6.968
H 2.608 1.101 7.893
H 1.323 0.358 6.996
H 2.772 -0.471 7.046
H 2.253 2.211 6.038
H 3.854 1.418 5.573
H 3.311 0.388 3.049
C -3.568 1.008 1.109
O -4.110 0.440 -0.106
O -2.342 0.437 1.254
C -3.484 2.546 1.064
F -2.904 3.115 -0.002
F -4.752 3.110 1.057
F -2.863 3.079 2.145
C -5.487 0.557 -0.358
C -5.775 0.090 -1.788
H -5.321 0.682 -2.581
H -5.389 -0.921 -1.961
H -6.841 -0.073 -1.983
H -5.719 1.629 -0.392
H -6.235 0.111 0.309
H -4.243 0.767 1.947
```

For the electronic energy, the calculation gives -3177.05613 hartree. The HOMO-LUMO gap is 0.173 Ha. Its net charge is -4. The strongest force on any atom comes out at 4.8 eV/Å. The lowest unoccupied orbital energy comes out at 7.7 eV.

Atom-resolved charges from Mulliken, all expressed in e: 1.6926, -0.4562, 0.1492, -0.7666, 0.7787, -0.2940, -0.2215, -0.3170, -0.4090, -1.0923, 0.2097, 0.2106, 0.4176, 0.2866, 0.2964, -0.0370, -0.2297, -0.2775, -0.9245, 0.8827, -0.2463, -0.3177, -0.2991, -0.4833, -0.5387, 0.2399, 0.2821, 0.0823, 0.3195, 0.2874, 0.1788, 0.5544, -0.2738, -1.1055, 0.6459, -0.3302, -0.1668, -0.3321, -0.1941, -1.2203, 0.2903, 0.3074, 0.3155, 0.2351, 0.2506, -0.2234, -0.0424, -0.1944, -0.4661, 0.6634, -0.2142, -0.3022, -0.3314, -0.0001, -1.4062, 0.3747, 0.3172, 0.3413, 0.1245, 0.2561, 0.0375, -0.2649, 0.0385, -0.6521, 0.6417, -0.2355, -0.3417, -0.2920, -0.3110, -1.1496, 0.2870, 0.1661, 0.3842, 0.2384, 0.2784, -0.1021



Computed, not measured: the molecule C6H8ClN at a distorted geometry, with ωB97M-V/def2-TZVPD.

Structure (XYZ):
```
16
C6H8ClN (ωB97M-V/def2-TZVPD)
C 0.528 -0.608 0.071
C -0.912 -1.366 0.235
C -1.438 0.103 0.243
C -0.146 0.461 -0.560
C 0.503 1.759 -0.320
C 0.779 2.879 -0.023
H 2.181 -0.769 -1.195
H 2.106 -1.949 0.363
H 1.051 -0.243 1.131
H -1.365 -2.135 -0.499
H -0.801 -1.653 1.367
H -1.409 0.590 1.163
H -0.700 0.434 -1.541
H 1.355 3.741 0.506
N 1.562 -1.536 -0.607
Cl -3.294 0.292 -0.334
```

For the electronic energy, the calculation gives -748.15399 hartree. The HOMO-LUMO gap is 0.378 Ha. The value obtained for the energy relative to the best compared isomer or geometry (same formula, charge and spin) is 509.6 kJ/mol. The SMILES is C#C[C@H]1[C@H](N)C[C@@H]1Cl. The strongest force on any atom comes out at 6.2 eV/Å. The lowest unoccupied orbital energy comes out at 0.5 eV.

Atom-resolved charges from Mulliken, all expressed in e: -0.0518, -0.5427, -0.3717, 0.3386, -0.9732, 0.0494, 0.3057, 0.3405, 0.2222, 0.3024, 0.2438, 0.3892, 0.3070, 0.3268, -0.6531, -0.2332



Computed, not measured: a structure of composition C15H19EuIN4O6P2S at a distorted geometry, with ωB97M-V/def2-TZVPD.

Structure (XYZ):
```
49
C15H19EuIN4O6P2S (ωB97M-V/def2-TZVPD)
Eu 0.885 0.818 -0.544
N -3.568 -0.257 -0.572
C -3.740 -1.650 -0.423
C -4.961 -2.182 -0.878
C -5.126 -3.543 -0.822
C -4.102 -4.409 -0.342
C -2.844 -3.857 -0.052
C -2.657 -2.472 -0.092
S -1.139 -1.841 0.321
N -1.247 -0.306 -0.280
C -2.334 0.331 -0.612
C -2.326 1.756 -0.955
C -3.547 2.500 -1.147
C -3.521 3.872 -1.091
C -2.275 4.546 -1.169
C -1.133 3.774 -1.029
N -1.126 2.406 -0.971
H -4.340 0.396 -0.573
H -5.763 -1.537 -1.251
H -6.110 -3.919 -1.052
H -4.235 -5.487 -0.298
H -1.956 -4.431 0.142
H -4.462 1.952 -1.311
H -4.444 4.391 -0.945
H -2.221 5.634 -1.253
H -0.129 4.190 -0.963
N 4.638 -0.918 2.499
C 3.965 0.265 1.728
C 4.825 1.473 1.957
P 2.318 0.516 2.535
O 1.738 -1.085 2.625
O 2.761 0.916 3.928
O 1.255 1.229 1.690
P 4.085 -0.296 -0.034
O 3.237 -1.675 0.218
O 5.541 -0.474 -0.258
O 3.169 0.536 -0.932
H 4.865 -0.540 3.424
H 5.443 -1.165 1.933
H 3.976 -1.731 2.477
H 4.768 2.008 2.913
H 4.570 2.215 1.175
H 5.882 1.217 1.736
H 1.159 -1.142 3.391
H 3.523 -2.440 -0.319
I 1.178 -1.518 -3.807
C 1.625 0.444 -3.365
H 1.212 1.042 -4.166
H 2.685 0.448 -3.189
```

For the electronic energy, the calculation gives -3342.55849 hartree. The HOMO-LUMO gap (alpha / beta) is 0.145 / 0.149 Ha. The value obtained for the energy relative to the best compared isomer or geometry (same formula, charge and spin) is 35.4 kJ/mol. Its multiplicity is 8. The strongest force on any atom comes out at 2.8 eV/Å. The lowest unoccupied orbital energy (alpha / beta) comes out at -1.2 / -1.2 eV.

Atom-resolved charges from Mulliken, all expressed in e: 1.2320, -0.0439, 0.1960, -0.5932, -0.4954, -0.7699, -0.5889, 0.6390, -0.0998, -0.2123, 0.3740, 0.6936, -0.7460, -0.4621, -0.6646, -0.0876, -0.2090, 0.1682, 0.3236, 0.3517, 0.3648, 0.4235, 0.4587, 0.4238, 0.3594, 0.4270, -0.4080, 0.6403, -1.6826, 0.7294, -0.5119, -0.7748, -0.5456, 0.6454, -0.4934, -0.7578, -0.5206, 0.3708, 0.3548, 0.3648, 0.3866, 0.4092, 0.4370, 0.2811, 0.3083, -0.2190, -0.9830, 0.3462, 0.1599



- Number 3 is which compound?
  C11H18N4O3



- What is the formula in the fourth record?
  C20H30AgF15O10